(1)
ORCA calculation (ωB97M-V/def2-TZVPD) on 2 unconnected molecules or ions with the total composition C6H13NO2 in a non-equilibrium geometry.

```
22
C6H13NO2 | the OMol25 dataset | ωB97M-V/def2-TZVPD
C 2.359 -0.385 -0.952
C 1.545 -1.450 -0.217
O 0.628 -2.133 -1.036
C 0.821 -0.874 0.987
O 1.116 0.160 1.552
H 2.797 -0.817 -1.868
H 3.130 0.003 -0.307
H 1.711 0.438 -1.245
H 2.226 -2.227 0.166
H -0.065 -1.499 -1.312
H 0.114 -1.601 1.428
C -2.251 -0.032 0.892
C -1.295 0.639 -0.043
C -0.996 2.108 0.314
N -1.035 0.117 -1.169
H -2.374 -1.076 0.619
H -3.226 0.455 0.841
H -1.877 0.060 1.909
H -1.901 2.592 0.682
H -0.576 2.657 -0.530
H -0.261 2.118 1.125
H -0.591 0.747 -1.836
```

## Properties
Orbital gap   10.4 eV
Energy   -441.62335 Eh
HOMO   -9.61 eV
Structure (SMILES)   C[C@H](O)C=O.CC(C)=N
LUMO energy   0.83 eV
ΔE to the lowest compared entry with this formula, charge and spin   35.6 kcal/mol

What are the natural (NBO) partial charges on each atom? They are as follows, in elementary charge units: C -0.63; C -0.01; O -0.73; C 0.43; O -0.55; H 0.22; H 0.22; H 0.20; H 0.20; H 0.50; H 0.12; C -0.69; C 0.38; C -0.70; N -0.70; H 0.23; H 0.24; H 0.23; H 0.22; H 0.22; H 0.26; H 0.35

---

(2)
ORCA calculation (ωB97M-V/def2-TZVPD) on C6H11NO in the gas phase in a non-equilibrium geometry.

```
19
C6H11NO | the OMol25 dataset | ωB97M-V/def2-TZVPD
C 0.691 -1.481 1.259
C 0.782 -1.917 -0.256
C 0.302 -0.388 -0.863
C -0.511 0.716 -1.724
N -0.645 1.693 -0.591
C -0.935 1.389 0.806
C -0.032 0.028 1.176
O -0.684 -0.553 0.119
H 0.005 -1.923 2.141
H 1.685 -1.378 1.698
H -0.277 -2.525 -0.451
H 1.734 -2.213 -0.522
H 1.326 0.129 -0.586
H -1.564 0.561 -2.022
H 0.103 1.015 -2.614
H -0.041 2.664 -0.624
H -0.655 2.192 1.367
H -2.050 1.384 1.001
H 0.766 0.608 0.687
```

## Properties
Orbital gap   8.9 eV
Energy   -364.81328 Eh
HOMO   -7.84 eV
Structure (SMILES)   C1C[C@H]2CNC[C@@H]1O2
LUMO energy   1.03 eV
ΔE to the lowest compared entry with this formula, charge and spin   262.4 kcal/mol

What are the natural (NBO) partial charges on each atom? They are as follows, in elementary charge units: C -0.39; C -0.39; C 0.06; C -0.21; N -0.66; C -0.13; C -0.04; O -0.59; H 0.25; H 0.18; H 0.24; H 0.19; H 0.16; H 0.22; H 0.21; H 0.38; H 0.18; H 0.19; H 0.16

---

(3)
ORCA calculation (ωB97M-V/def2-TZVPD) on a molecular structure, C27H31I2N4O6PS3 in a non-equilibrium geometry.

```
74
C27H31I2N4O6PS3 | the OMol25 dataset | ωB97M-V/def2-TZVPD
O 1.271 -0.816 4.962
P 0.161 0.239 4.429
O 0.028 1.286 5.655
S -1.593 -0.575 4.219
C 0.724 1.076 2.882
C 0.690 0.464 1.640
C 0.214 -0.987 1.533
C 1.192 -1.893 0.697
C 1.532 -3.184 1.488
S 3.032 -4.047 0.904
C 1.119 1.244 0.457
C 1.050 0.646 -0.955
C -0.464 0.347 -1.299
C -1.267 1.664 -1.156
I -2.700 1.922 -2.774
C 1.589 2.526 0.578
C 2.100 3.361 -0.613
C 3.388 2.779 -1.244
C 4.609 2.851 -0.274
I 4.921 1.001 0.808
C 1.647 3.188 1.863
N 2.096 4.417 2.066
S 1.950 4.614 3.694
N 1.363 3.176 4.110
C 1.212 2.421 3.015
H 1.700 -1.259 4.215
H -0.771 1.800 5.451
H 0.222 -1.426 2.539
H -0.817 -1.022 1.155
H 0.702 -2.214 -0.238
H 2.127 -1.362 0.468
H 0.674 -3.873 1.558
H 1.737 -2.874 2.532
H 3.609 -3.313 -0.077
H 1.388 1.331 -1.737
H 1.654 -0.268 -1.062
H -0.465 0.099 -2.374
H -0.874 -0.480 -0.711
H -0.607 2.542 -1.177
H -1.857 1.731 -0.231
H 1.270 3.474 -1.330
H 2.340 4.378 -0.265
H 3.617 3.298 -2.193
H 3.294 1.714 -1.508
H 5.503 2.985 -0.898
H 4.509 3.646 0.475
C 1.536 -8.048 4.760
C 0.507 -8.905 4.391
C -0.024 -8.842 3.112
C 0.486 -7.920 2.214
C 1.506 -7.055 2.571
C 2.032 -7.121 3.852
N -0.059 -7.865 0.851
O -0.966 -8.624 0.574
O 0.433 -7.064 0.079
H 1.953 -8.103 5.758
H 0.121 -9.626 5.100
H -0.825 -9.511 2.830
H 1.899 -6.333 1.868
H 2.832 -6.452 4.142
C -4.844 7.233 -6.010
C -4.404 6.529 -4.897
C -4.534 5.150 -4.852
C -5.102 4.491 -5.929
C -5.552 5.181 -7.042
C -5.421 6.560 -7.079
N -5.219 3.027 -5.895
O -4.831 2.455 -4.893
O -5.691 2.474 -6.866
H -4.737 8.310 -6.044
H -3.956 7.056 -4.064
H -4.189 4.606 -3.982
H -5.999 4.661 -7.877
H -5.766 7.112 -7.944
```

## Properties
Orbital gap   7.5 eV
Energy   -3849.09348 Eh
HOMO   -8.62 eV
LUMO energy   -1.10 eV

What are the Löwdin partial charges on each atom? They are as follows, in elementary charge units: O -0.18; P 0.26; O -0.22; S 0.31; C -0.17; C -0.12; C -0.18; C -0.24; C -0.54; S 0.70; C -0.14; C -0.14; C -0.27; C -0.62; I 0.87; C -0.14; C -0.14; C -0.29; C -0.59; I 0.76; C -0.33; N -0.20; S 1.03; N -0.25; C -0.32; H 0.06; H 0.07; H 0.02; H 0.11; H 0.12; H 0.08; H 0.09; H 0.05; H -0.14; H 0.10; H 0.10; H 0.08; H 0.09; H 0.02; H 0.05; H 0.11; H 0.11; H 0.12; H 0.06; H 0.04; H 0.04; C -0.07; C -0.07; C 0.00; C -0.14; C -0.01; C -0.06; N -0.35; O 0.08; O 0.07; H 0.11; H 0.11; H 0.12; H 0.06; H 0.11; C -0.07; C -0.06; C 0.00; C -0.14; C 0.00; C -0.07; N -0.34; O -0.07; O 0.09; H 0.11; H 0.11; H 0.08; H 0.12; H 0.11

---

(4)
ORCA calculation (ωB97M-V/def2-TZVPD) on 2 unconnected molecules or ions with the total composition C4H7NO2 in a non-equilibrium geometry.

```
14
C4H7NO2 | the OMol25 dataset | ωB97M-V/def2-TZVPD
C 1.507 0.006 -0.972
C 0.463 0.531 -0.014
N -0.510 1.432 -0.542
O 1.005 0.880 1.257
C 0.112 -0.219 1.194
C -2.500 -1.183 -0.414
O -2.716 -2.149 0.140
H 2.171 -0.705 -0.473
H 1.043 -0.483 -1.835
H 2.119 0.840 -1.335
H -0.174 1.888 -1.383
H 0.550 -1.203 1.372
H -0.860 -0.050 1.662
H -1.375 0.951 -0.761
```

## Properties
Orbital gap   10.6 eV
Energy   -361.80314 Eh
HOMO   -9.76 eV
LUMO energy   0.86 eV
ΔE to the lowest compared entry with this formula, charge and spin   48.8 kcal/mol

What are the natural (NBO) partial charges on each atom? They are as follows, in elementary charge units: C -0.64; C 0.33; N -0.84; O -0.49; C -0.13; C 0.50; O -0.49; H 0.22; H 0.21; H 0.22; H 0.36; H 0.18; H 0.18; H 0.38

---

(5)
ORCA calculation (ωB97M-V/def2-TZVPD) on a gas-phase ion, C5H10N3O2 (charge +1) in a non-equilibrium geometry.

```
20
C5H10N3O2 | the OMol25 dataset | ωB97M-V/def2-TZVPD
C -3.362 -0.262 0.044
N -1.992 -0.589 -0.101
C -1.071 0.267 0.034
O -1.150 1.639 -0.008
C 0.092 2.202 -0.148
N 1.032 1.139 0.107
O 2.413 1.330 0.026
C 0.475 -0.064 0.020
N 1.020 -1.250 0.152
C 2.254 -1.915 -0.194
H -3.769 -0.661 -0.842
H -3.500 0.745 0.131
H -3.867 -0.960 0.694
H 0.122 2.889 0.701
H 0.394 2.545 -1.097
H 2.751 0.983 0.861
H 0.290 -1.972 0.312
H 2.645 -2.497 0.662
H 2.999 -1.114 -0.285
H 2.224 -2.454 -1.068
```

## Properties
Charge   +1
Orbital gap   9.8 eV
Energy   -510.90910 Eh
HOMO   -13.90 eV
Structure (SMILES)   C/N=C1\OCN(O)\C1=[NH+]/C
LUMO energy   -4.09 eV
ΔE to the lowest compared entry with this formula, charge and spin   83.3 kcal/mol

What are the natural (NBO) partial charges on each atom? They are as follows, in elementary charge units: C -0.45; N -0.38; C 0.48; O -0.46; C 0.10; N -0.07; O -0.49; C 0.47; N -0.52; C -0.41; H 0.24; H 0.20; H 0.24; H 0.22; H 0.21; H 0.49; H 0.44; H 0.24; H 0.22; H 0.23

---

Look up the orbital gap of the fourth one.
10.6 eV

---

The lowest energy belongs to which entry?
C27H31I2N4O6PS3

---

Number 2 is which compound?
C6H11NO